#w
One molecule with the formula C4H2OS, computed with ωB97M-V/def2-TZVPD.

Computed properties:
SMILES string: C#CC(=S)C=O
E_HOMO in eV: -9.365
Gap between HOMO and LUMO in eV: 7.74

Positions of all 8 atoms, in Å:
C: -0.7584 0.7492 1.2940
C: -0.6548 -0.0237 -0.1293
C: 0.7281 -0.2969 -0.6487
C: 1.5915 -0.7001 -1.4750
H: -1.7292 0.3637 1.9784
H: 2.5666 -0.9831 -1.6602
O: 0.2584 1.4063 1.5167
S: -2.0021 -0.5155 -0.8759

=====

#x
One molecule with the formula C4H2OS, computed with ωB97M-V/def2-TZVPD.

Computed properties:
E_HOMO (alpha / beta) in eV: -7.817 / -7.817
Gap between HOMO and LUMO (alpha / beta) in eV: 5.91 / 5.91

Positions of all 8 atoms, in Å:
C: 1.3994 1.2256 -0.8663
C: 0.2461 0.8327 -0.2711
C: -1.7569 -0.4515 -0.2353
C: 1.2641 0.0692 0.4012
O: -1.1135 0.5621 -0.2157
S: -2.9290 -1.4082 -0.3194
H: 1.2882 -1.1031 0.1514
H: 1.6016 0.2732 1.3552

=====

The most stable of them is #w.

=====

#w
A 2-piece molecular cluster, H4O2 overall, computed with ωB97M-V/def2-TZVPD.

Computed properties:
SMILES string: O.O
E_HOMO in eV: -11.574
Gap between HOMO and LUMO in eV: 12.45

Positions of all 6 atoms, in Å:
H: 2.3087 0.1814 0.5961
H: 1.0752 0.7294 -0.2492
H: -1.0275 -0.5373 -0.2075
H: -2.3973 -0.4725 0.1272
O: 1.7134 -0.0574 -0.1702
O: -1.6725 0.1563 -0.0964

=====

#x
A 2-piece molecular cluster, H4O2 overall, computed with ωB97M-V/def2-TZVPD.

Computed properties:
SMILES string: O.O
E_HOMO in eV: -11.509
Gap between HOMO and LUMO in eV: 11.98

Positions of all 6 atoms, in Å:
H: -1.5175 0.8738 -0.3063
H: -1.0037 -0.4512 0.3906
H: 1.2009 -0.8485 -0.1373
H: 1.4421 0.5062 0.5636
O: -1.7163 -0.0834 -0.2244
O: 1.5945 0.0032 -0.2861

=====

#y
A 2-piece molecular cluster, H4O2 overall, computed with ωB97M-V/def2-TZVPD.

Computed properties:
SMILES string: O.O
E_HOMO in eV: -10.351
Gap between HOMO and LUMO in eV: 10.84

Positions of all 6 atoms, in Å:
O: 0.4933 1.3202 0.5285
H: 0.5068 0.5087 0.0210
H: -0.3855 1.3522 0.9066
O: -0.1414 -0.6791 -0.5416
H: 0.5025 -1.3554 -0.3315
H: -0.9757 -1.1466 -0.5829

=====

The most stable of them is #w.

=====

#w
A 2-piece molecular cluster, H4O2 overall, computed with ωB97M-V/def2-TZVPD.

Computed properties:
SMILES string: O.O
E_HOMO in eV: -11.584
Gap between HOMO and LUMO in eV: 12.16

Positions of all 6 atoms, in Å:
H: -0.5343 -0.1646 1.0409
H: -0.5300 0.4893 2.3713
H: -0.1568 -1.3859 -1.5675
H: 0.9698 -0.6544 -0.7534
O: -0.2938 0.7182 1.3957
O: 0.3252 -0.5038 -1.5322

=====

#x
H4O2 as an isolated structure, computed with ωB97M-V/def2-TZVPD.

Computed properties:
E_HOMO in eV: -10.991
Gap between HOMO and LUMO in eV: 10.83

Positions of all 6 atoms, in Å:
H: 1.6266 -0.8642 0.5388
H: 0.8064 0.1217 -0.3243
H: -0.8528 0.8827 0.6026
H: -2.2081 -0.0414 -0.6801
O: 1.8938 0.0322 -0.1266
O: -1.2660 -0.1312 -0.0104

=====

The most stable of them is #w.

=====

#w
One molecule with the formula C7H5N, computed with ωB97M-V/def2-TZVPD.

Computed properties:
SMILES string: C#C/N=C\C=C=C=C
E_HOMO (alpha / beta) in eV: -8.770 / -8.770
Gap between HOMO and LUMO (alpha / beta) in eV: 7.93 / 7.93

Positions of all 13 atoms, in Å:
C: -0.3434 -1.6084 0.1113
C: -1.7672 -1.2847 -0.1616
C: -1.8418 1.0451 0.0635
C: 0.7385 -0.8563 0.0904
C: -1.6312 2.2452 0.1622
C: 1.7064 -0.0119 -0.0962
C: 2.8610 0.5450 -0.1836
N: -2.3449 -0.1874 -0.2610
H: -0.3571 -2.7957 0.3583
H: -2.3517 -2.1369 -0.3798
H: -1.4038 3.2205 0.3958
H: 3.7256 0.2629 0.3959
H: 3.0096 1.5625 -0.4953

=====

#x
One molecule with the formula C7H5N, computed with ωB97M-V/def2-TZVPD.

Computed properties:
SMILES string: C#C/N=C\C=C=C=C
E_HOMO (alpha / beta) in eV: -8.460 / -8.461
Gap between HOMO and LUMO (alpha / beta) in eV: 7.54 / 7.54

Positions of all 13 atoms, in Å:
C: -0.6463 -1.6632 0.0446
C: -1.9575 -1.0819 -0.0527
C: -1.4632 1.2075 0.0400
C: 0.3966 -0.8725 -0.0289
C: -0.8381 2.2917 -0.0339
C: 1.5005 -0.2622 -0.1019
C: 2.6524 0.2800 0.0768
N: -2.2719 0.1628 0.0608
H: -0.6390 -2.6883 0.1542
H: -2.8934 -1.5920 -0.1267
H: -0.2042 3.1049 -0.3074
H: 3.6014 -0.2989 0.1384
H: 2.7626 1.4121 0.1364

=====

The most stable of them is #x.

=====

#w
One molecule with the formula C3H5ClO2S, computed with ωB97M-V/def2-TZVPD.

Computed properties:
SMILES string: O=C(S)[C@@H](O)CCl
E_HOMO in eV: -10.195
Gap between HOMO and LUMO in eV: 10.47

Positions of all 12 atoms, in Å:
C: -0.1901 -0.2206 -0.3128
C: 1.2826 -0.2788 -0.6230
C: -0.6122 -0.1948 1.0668
H: -0.8756 0.5480 -1.8112
H: -0.8068 -1.0900 -0.8848
H: 1.5778 0.9551 -0.5627
H: 1.8647 -1.1423 -0.0660
H: -1.1311 1.0512 3.0131
O: -0.6157 1.0351 -0.9214
O: -0.5440 -1.2254 1.7199
S: -1.1128 1.3710 1.8060
Cl: 1.1632 -0.8086 -2.4238

=====

#x
One molecule with the formula C3H5ClO2S, computed with ωB97M-V/def2-TZVPD.

Computed properties:
SMILES string: CC(CCl)=S(=O)=O
E_HOMO in eV: -9.306
Gap between HOMO and LUMO in eV: 8.70

Positions of all 12 atoms, in Å:
C: 0.3246 0.0947 0.1830
C: 0.4764 -1.2492 0.5562
C: -1.1157 0.7145 0.4186
O: 0.3575 1.8331 -1.8144
O: 2.3114 0.3225 -1.6005
S: 0.9843 0.6964 -1.2695
Cl: -2.3322 -0.2708 -0.3895
H: -0.3025 -1.7887 0.1753
H: 0.2807 -1.2443 1.6801
H: 1.5945 -1.5611 0.4382
H: -1.2859 0.7020 1.5383
H: -1.2931 1.7509 0.0844

=====

The most stable of them is #w.

=====

#w
A 2-piece molecular cluster, C4H9O2 overall, computed with ωB97M-V/def2-TZVPD.

Computed properties:
E_HOMO in eV: -3.836
Net charge: -1
Gap between HOMO and LUMO in eV: 7.79

Positions of all 15 atoms, in Å:
C: -1.6862 -0.9836 0.9570
C: -0.2731 -1.5122 0.6206
O: 0.1130 -2.4605 1.3478
O: 0.3330 -0.9682 -0.3276
H: -2.4411 -1.7150 0.6512
H: -1.9086 -0.0604 0.4157
H: -1.7863 -0.8464 2.0328
C: 1.0700 2.9210 -0.5368
C: 0.5561 2.1498 -1.7456
H: 0.3387 2.9513 0.2702
H: 1.9503 2.4368 -0.1102
H: 1.3721 3.9243 -0.8473
H: 1.2822 2.2248 -2.5578
H: -0.4692 2.3711 -2.0402
H: 0.5040 1.0710 -1.5436

=====

#x
A 2-piece molecular cluster, C4H9O2 overall, computed with ωB97M-V/def2-TZVPD.

Computed properties:
E_HOMO in eV: -0.737
Net charge: -1
Gap between HOMO and LUMO in eV: 4.30

Positions of all 15 atoms, in Å:
O: -1.8578 -1.6651 1.4975
C: -1.3534 -0.8171 0.4815
C: -0.0182 -0.2420 0.9344
C: 0.5214 0.7477 -0.0574
C: 1.7073 0.5902 -0.6686
H: -2.7020 -2.0275 1.2181
H: -2.0611 0.0052 0.2725
H: -1.2140 -1.3729 -0.4624
H: 0.6955 -1.0665 1.0858
H: -0.1669 0.2412 1.9142
H: 0.0359 1.7281 -0.1078
H: 2.1899 -0.3911 -0.7323
O: 2.2205 1.5548 -1.4862
H: 3.1599 1.4133 -1.6244
H: -1.1572 1.3018 -2.2649

=====

The most stable of them is #w.